{"formula": "C39H104N10O12", "method": "wB97M-V/def2-TZVPD", "total_energy_ha": -2998.33571, "homo_ev": -8.296, "relative_energy_ev": 0.000, "homo_lumo_gap_ha": 0.3230, "lumo_ev": 0.49, "smiles": "COC[C@H](C)N.COC[C@H](C)N.COC[C@H](C)N.COC[C@H](C)N.COC[C@H](C)N.COCCNCCOC.COCCNCCOC.COCCNCCOC.NC(N)=O", "symbols": ["O", "O", "O", "O", "O", "O", "O", "O", "O", "O", "O", "O", "N", "N", "N", "N", "N", "N", "N", "N", "N", "N", "C", "C", "C", "C", "C", "C", "C", "C", "C", "C", "C", "C", "C", "C", "C", "C", "C", "C", "C", "C", "C", "C", "C", "C", "C", "C", "C", "C", "C", "C", "C", "C", "C", "C", "C", "C", "C", "C", "C", "H", "H", "H", "H", "H", "H", "H", "H", "H", "H", "H", "H", "H", "H", "H", "H", "H", "H", "H", "H", "H", "H", "H", "H", "H", "H", "H", "H", "H", "H", "H", "H", "H", "H", "H", "H", "H", "H", "H", "H", "H", "H", "H", "H", "H", "H", "H", "H", "H", "H", "H", "H", "H", "H", "H", "H", "H", "H", "H", "H", "H", "H", "H", "H", "H", "H", "H", "H", "H", "H", "H", "H", "H", "H", "H", "H", "H", "H", "H", "H", "H", "H", "H", "H", "H", "H", "H", "H", "H", "H", "H", "H", "H", "H", "H", "H", "H", "H", "H", "H", "H", "H", "H", "H"], "positions_angstrom": [[-5.43766, 2.24063, -0.11617], [-6.99435, 6.29609, -3.22802], [4.47526, -2.56571, -5.65490], [1.88590, -1.59313, 4.33123], [3.04377, 3.23696, -0.63884], [0.61017, -7.41169, 4.14129], [-2.10867, -2.53997, 1.96611], [0.42276, 3.30140, 3.09129], [5.18647, 0.78573, 4.17458], [-0.79816, 0.70020, -0.09016], [-2.15180, -3.84522, -1.80999], [-0.68200, 3.30282, -3.43424], [6.31123, 2.45796, -2.33611], [-5.95991, 3.48233, -2.85836], [2.34133, -1.17084, -3.09396], [1.35031, 5.14357, 4.88386], [1.43563, 0.39795, -0.71695], [-0.48495, -5.53420, 2.34269], [2.70017, 0.52664, 6.16199], [1.86215, 1.21052, -4.69309], [0.26021, -1.27673, 0.07750], [-4.67367, -6.36560, -3.21302], [-6.41922, 2.15145, -2.35530], [-4.61879, -5.60274, -0.96041], [1.53065, -2.65650, 3.51292], [-0.48526, 3.92690, 3.92388], [5.90498, 1.97453, 4.02992], [-0.76371, 4.93930, 6.30306], [3.66101, -1.63683, -3.60151], [-6.59771, 5.39678, -4.19918], [-2.43823, -3.87558, 2.44617], [-8.38749, 6.62918, -3.15672], [0.26563, -0.00199, -0.17595], [3.26321, 3.44851, 0.72351], [1.30688, -8.38384, 4.92009], [2.11780, -0.33263, 3.74778], [4.02559, 2.44559, -1.35242], [2.04459, 0.78151, 4.82418], [-1.28022, 3.74063, -2.22620], [0.59158, 1.63532, -4.36659], [4.24490, -2.69075, -2.64988], [3.37444, -2.24500, -5.03386], [-6.99539, 4.00604, -3.72683], [0.60813, 2.81047, -3.38341], [0.15841, 4.28351, 5.23494], [5.52549, 4.58301, -1.67208], [-2.33703, -2.56851, -2.54673], [4.18396, -3.27399, -6.91853], [-1.59201, -4.89282, 1.63277], [-5.37734, 1.48498, -1.35187], [-0.30507, -6.83407, 1.74986], [5.20104, 0.36465, 5.54484], [-0.35063, 3.01618, 1.89298], [5.45193, 3.08695, -1.37022], [-4.19548, 2.15612, 0.67725], [-0.18897, 0.29089, -3.86537], [-4.09069, -5.28921, -2.42789], [0.71778, -7.59104, 2.72825], [-2.53582, -5.00941, -2.49072], [-2.85235, -1.47887, 2.54718], [4.05746, 1.06397, 6.34067], [1.37194, -3.64436, 3.94540], [2.33764, -2.85691, 2.80815], [0.94460, 2.38942, -2.43599], [1.20477, -7.99355, 5.93268], [3.61215, 2.44232, -2.36096], [2.83555, -3.17117, -4.83409], [2.69343, 4.30810, 1.07644], [7.28390, 2.72607, -2.38226], [-8.00605, 3.94835, -3.32267], [-1.36882, 2.87051, -1.57571], [5.28101, 2.83262, 4.27981], [2.70825, 1.71034, -4.45988], [0.89237, -9.38794, 5.00985], [0.66979, 3.44549, 5.70856], [-1.91351, -2.49876, -3.54866], [1.67626, -1.91549, -3.24653], [4.03200, 2.15347, 6.31964], [-7.01672, 3.38907, -4.62516], [1.92103, 1.11092, -5.69644], [-4.56946, -4.32530, -2.60040], [-4.23663, 1.13613, 1.05938], [-1.84908, -5.73702, -2.05819], [-4.02725, -6.40138, -0.51279], [-2.68693, -0.58980, 1.93867], [-2.33985, -1.22452, 3.47494], [6.73454, 2.05246, 4.73267], [4.61669, -2.10645, -1.80817], [-8.41287, 7.53309, -2.54811], [6.50804, 5.05472, -1.68559], [3.55445, -4.15365, -6.78431], [0.58017, -2.37518, 3.05955], [2.04067, -0.27959, -1.15850], [5.94999, 2.89031, -3.17437], [1.04878, 5.72144, 4.11233], [0.71997, -8.65108, 2.47444], [-6.62820, 1.52696, -3.22389], [-4.39078, -4.77373, -0.29043], [-2.30046, 4.09735, -2.36745], [1.69417, -7.32263, 2.32488], [-0.99627, 4.19210, 7.06181], [2.38900, -8.32024, 4.80572], [-5.51994, 5.52599, -4.29824], [4.39230, -0.82867, -3.61488], [-0.73891, 3.89852, 1.38424], [-9.13953, 5.92987, -2.79134], [-3.30648, 2.26580, 0.05617], [4.31472, 3.44365, 1.01059], [-0.14896, 5.63164, 6.87825], [0.04968, -0.49723, -4.57951], [2.19950, 1.77778, 4.40997], [-3.50354, -4.10611, 2.43755], [3.61105, -3.53301, -2.37249], [-3.89506, -1.69083, 2.78367], [2.91310, 2.63930, 1.36437], [-0.67521, -5.53335, 3.33460], [-4.38333, 1.65658, -1.76490], [-4.29900, 2.81711, 1.53775], [1.96519, 4.44976, 4.48305], [5.13146, 4.90831, -2.63489], [2.85189, -0.47040, 6.21674], [-1.23298, -4.43027, 0.71340], [3.95079, 1.43936, -0.94008], [-2.10585, -4.07134, 3.46563], [-1.35587, 3.35631, 4.24726], [5.89434, 3.05341, -0.37460], [4.28742, 0.74502, 7.35727], [0.18518, 1.92006, -5.33708], [-3.35976, -2.19518, -2.59914], [1.32347, -0.11590, 3.03353], [-1.19814, 2.34618, 2.03770], [1.30849, 3.58270, -3.70164], [-7.35658, 2.26380, -1.81047], [-0.04456, 0.01837, -2.81992], [5.07837, -3.57855, -7.46201], [-0.55285, -1.60649, 0.57780], [-5.66662, -5.89447, -0.88947], [-0.88633, 4.83826, 3.48040], [-8.81222, 6.89075, -4.12589], [6.52177, 2.04447, 3.13394], [-1.72278, -1.87738, -1.96955], [-0.05257, -6.80780, 0.68983], [-5.61019, 0.44713, -1.11369], [-7.03541, 5.64443, -5.16624], [5.23311, -3.09133, -2.87589], [-1.24198, 0.57112, -3.83819], [2.84826, -1.47124, -5.59291], [-2.32720, -5.05291, -3.55969], [1.01492, 0.88730, 5.16576], [-1.29189, -7.28222, 1.86585], [5.21128, -0.72530, 5.54823], [2.04378, -0.46002, -3.74687], [3.70468, -2.63998, -7.66446], [1.56094, 1.36823, -0.96784], [-5.95037, 4.16408, -2.11323], [4.97765, 5.15286, -0.92159], [-4.31354, -6.12838, -4.12632], [3.11876, -0.29334, 3.31809], [6.17465, 0.59333, 5.97831], [-1.67093, 5.36769, 5.87699], [-0.70952, 4.44446, -1.62038], [-2.38962, -5.56230, 1.31069], [0.29179, 2.54190, 1.15105], [1.05704, -1.85098, -0.15783], [-4.29360, -7.26558, -2.95674]], "forces_ev_per_a": [[0.9, 0.5, -0.1], [-1.2, 1.4, 1.2], [4.0, -2.3, -4.3], [0.4, -0.1, 2.3], [0.3, 0.1, -0.9], [-0.5, -0.2, -1.1], [-1.0, -1.2, 0.1], [-1.6, -0.6, -1.7], [0.7, -0.5, 0.0], [2.4, -0.8, 0.4], [-0.5, 1.9, -1.7], [-1.3, 1.2, 0.4], [-0.6, -1.4, -1.3], [-0.7, -1.0, 0.4], [1.3, -0.4, 0.2], [-0.7, -0.4, 0.8], [0.6, 1.5, 0.3], [-0.5, 1.9, -1.3], [1.0, 0.5, -1.7], [4.1, -1.3, -1.8], [-0.6, -2.7, 1.0], [0.8, 1.3, -1.1], [1.3, 0.3, 1.3], [1.6, 0.4, 0.0], [-0.2, 0.2, -1.3], [-0.8, 0.4, 2.4], [0.9, 0.6, 0.7], [0.9, -0.8, -0.3], [-0.9, -1.8, -0.6], [-0.7, -0.6, 0.1], [2.0, 0.5, -0.5], [0.4, 0.9, -0.4], [-2.3, 2.9, -1.7], [0.1, -0.8, 1.2], [0.0, 1.5, 1.3], [0.2, 0.6, 0.6], [-0.4, 1.3, 0.5], [-1.2, -0.7, 1.4], [0.0, -1.1, 0.9], [-1.9, -0.9, 1.0], [1.1, 0.8, 0.4], [-1.8, 1.7, 3.3], [1.2, -0.5, -2.0], [-0.2, -1.2, -0.8], [1.6, 1.5, 0.4], [-1.4, 1.4, 0.5], [0.8, -0.4, 1.3], [0.5, 0.7, 0.3], [-1.1, 1.1, 0.0], [-0.8, 2.1, -0.1], [-0.1, -1.0, 4.0], [-0.5, 1.1, -0.6], [1.2, -0.5, -0.7], [0.9, 1.3, 0.9], [-2.1, -1.2, -0.8], [-0.7, 2.8, -0.1], [-0.6, -0.5, 3.9], [0.5, -0.7, -2.2], [-1.1, -0.7, -0.1], [1.3, 0.2, 0.7], [0.3, -1.8, 0.6], [0.1, 0.4, 1.1], [-0.1, 0.2, -0.7], [-0.3, 0.4, 0.4], [-0.2, 0.1, 0.2], [0.2, -0.1, -0.2], [-1.1, 0.1, 0.0], [0.4, 0.3, -0.3], [0.1, 0.2, 0.9], [-0.2, 0.4, 0.3], [-0.1, -0.3, 0.2], [-0.1, 0.3, -0.7], [-0.3, 0.5, 0.6], [0.0, -0.1, -0.9], [-0.5, -0.5, -0.1], [0.1, -0.9, -0.2], [-0.2, -0.4, 0.2], [0.3, -0.1, -0.3], [-0.1, -0.4, -0.1], [0.3, -0.3, 0.0], [-0.1, -0.1, -0.9], [0.6, -0.2, 0.3], [-0.6, -0.7, 0.2], [0.0, -0.5, -0.2], [-0.5, -0.2, -0.4], [-0.2, 0.0, 0.5], [0.0, -0.3, 0.7], [-0.9, -0.1, 0.9], [-0.2, -0.2, 0.1], [0.5, -0.8, 0.3], [0.0, 0.0, 0.4], [0.0, -0.3, -0.8], [0.0, 0.0, -0.3], [0.1, -0.5, -0.9], [0.2, 0.4, -0.2], [-0.6, -0.4, 0.2], [0.3, -0.2, 0.0], [-0.3, 0.3, 0.0], [0.2, 0.2, -0.6], [0.5, 0.6, 0.6], [-0.5, -0.2, -0.2], [0.1, -0.5, -0.8], [0.0, -0.4, 0.1], [-0.3, 0.3, -0.4], [0.0, 0.5, 0.4], [0.7, -0.7, 0.6], [0.0, 0.4, 0.1], [0.2, 0.8, -0.2], [-0.2, 0.5, -0.4], [-0.3, 0.0, 0.2], [0.8, -0.1, -0.1], [-0.1, 0.4, -0.5], [-0.3, 0.3, 0.1], [-0.1, -0.1, -0.4], [-0.5, -0.6, -0.2], [0.1, -0.6, 0.0], [0.1, -0.6, -0.2], [0.2, 0.3, -0.4], [0.5, 0.3, -0.3], [-0.5, -0.4, -0.2], [-0.6, -0.4, 0.1], [0.0, 0.2, 0.0], [0.7, -0.2, -0.1], [-0.1, 0.7, 0.6], [-0.3, -0.8, -0.8], [0.0, -0.7, 0.1], [0.1, 0.5, 0.5], [-1.1, 0.4, 0.5], [-0.2, -0.4, 0.3], [0.1, 0.1, -0.5], [0.1, -0.1, 0.5], [0.3, 0.1, -0.1], [-0.3, -0.1, 0.2], [0.8, 0.0, -0.2], [0.4, 0.0, 0.8], [0.1, -0.7, -0.1], [0.1, 0.3, -0.4], [0.0, 0.3, -0.2], [0.4, 0.2, -0.5], [-1.0, 0.0, -0.8], [-0.3, 0.2, 0.2], [0.5, 0.0, 0.3], [0.1, -0.2, -0.4], [-0.3, 0.0, -0.2], [-0.2, -0.3, -1.2], [-0.3, -0.4, -0.6], [-0.9, -0.1, -0.1], [0.4, 0.7, -0.4], [-0.5, -0.3, -0.5], [-0.1, -0.9, -0.5], [-0.9, -0.1, 0.1], [0.0, 0.6, 0.0], [-0.5, 0.5, 0.4], [-0.1, -0.2, 0.1], [0.4, -0.3, 0.7], [-0.2, 0.1, 0.0], [-0.3, -0.8, -0.9], [0.0, -0.2, -0.5], [0.1, 0.4, 0.2], [0.1, 0.2, 0.2], [0.3, 0.5, -0.5], [0.3, -1.0, -0.2], [0.1, -0.1, 0.3], [-0.3, -0.1, 0.5], [0.2, -0.1, 0.2]]}